# C7H24N4O5Tm

A structure of composition C7H24N4O5Tm in a non-equilibrium geometry (ωB97M-V/def2-TZVPD, the OMol25 dataset).

spin multiplicity	3
<S²>	2.00
total charge	+1
HOMO-LUMO gap (alpha / beta)	5.57 / 5.54	eV
molecular weight	413.226	g mol⁻¹

Each line ends with the natural charge from an NBO analysis.
Atoms and positions in Å:
O 0.00 2.92 0.80  -1.092
H 0.54 3.73 0.87  0.510
Tm -0.23 0.93 -0.10  1.730
N -1.08 0.05 -2.06  -0.183
N 1.08 -0.83 -1.06  -0.189
O -2.36 0.40 -2.55  -0.535
O 1.98 -1.62 -0.26  -0.589
C -0.45 -0.86 -2.82  0.231
C 0.78 -1.35 -2.26  0.267
C -1.06 -1.37 -4.07  -0.691
C 1.56 -2.41 -2.95  -0.698
H -1.91 -0.73 -4.33  0.275
H -1.43 -2.40 -3.93  0.253
H -0.33 -1.38 -4.89  0.252
H 2.24 -2.91 -2.26  0.262
H 2.15 -1.99 -3.78  0.268
H 0.88 -3.16 -3.39  0.248
H -2.59 1.22 -2.06  0.517
H 2.85 -1.17 -0.33  0.500
O -0.82 -1.40 0.79  -0.911
H -1.66 -1.82 0.57  0.502
H -0.13 -2.01 0.45  0.511
C 1.70 2.09 -1.07  -1.215
H 1.69 3.19 -1.06  0.207
H 1.79 1.76 -2.13  0.187
H 2.62 1.77 -0.55  0.196
O -1.64 2.54 -0.85  -1.072
H -0.90 3.03 -0.07  0.515
H -1.43 2.96 -1.70  0.499
N 0.76 0.43 2.13  -0.865
C -0.18 0.68 3.28  -0.227
C -1.34 1.57 2.88  -0.247
N -1.98 1.04 1.62  -0.871
H 1.13 -0.52 2.19  0.394
H 1.57 1.04 2.22  0.401
H -0.56 -0.27 3.66  0.201
H 0.37 1.18 4.09  0.214
H -2.08 1.65 3.69  0.204
H -0.94 2.56 2.60  0.257
H -2.45 0.15 1.82  0.377
H -2.71 1.68 1.31  0.407

=====

# C7H25NO8

A cluster of 9 separate species, C7H25NO8 in total in a non-equilibrium geometry (ωB97M-V/def2-TZVPD, the OMol25 dataset).

spin multiplicity	1
total charge	0
HOMO-LUMO gap	7.58	eV
SMILES	C=Cc1[nH]ccc1C.O.O.O.O.O.O.O.O
molecular weight	251.276	g mol⁻¹

Each line ends with the natural charge from an NBO analysis.
Atoms and positions in Å:
C -0.83 -1.59 1.29  -0.393
C -0.15 -0.44 1.55  -0.238
C 1.18 -0.17 0.96  0.075
N 1.56 -0.74 -0.27  -0.516
C 2.68 -0.15 -0.74  -0.045
C 3.07 0.86 0.23  -0.319
C 2.16 0.77 1.28  -0.079
C 2.10 1.49 2.51  -0.620
H -0.55 -2.42 0.74  0.194
H -1.68 -1.87 1.85  0.191
H -0.60 0.24 2.21  0.222
H 1.10 -1.54 -0.68  0.444
H 3.22 -0.40 -1.60  0.212
H 3.86 1.61 0.10  0.222
H 1.15 1.61 2.85  0.219
H 2.73 1.10 3.23  0.212
H 2.40 2.56 2.34  0.206
O 3.06 -2.00 1.97  -0.976
H 2.24 -2.19 2.39  0.483
H 3.39 -1.11 1.95  0.495
O -2.18 2.48 -2.27  -0.992
H -3.11 2.77 -2.20  0.481
H -2.14 1.59 -2.65  0.513
O -1.96 2.03 0.84  -0.972
H -1.85 2.65 0.05  0.498
H -1.44 1.25 0.65  0.488
O 0.01 2.22 -0.48  -0.969
H -0.53 1.95 -1.20  0.492
H 0.54 2.97 -0.68  0.481
O -2.93 -1.78 -1.82  -0.929
H -3.29 -0.98 -1.54  0.505
H -3.22 -1.92 -2.72  0.471
O -3.80 0.31 -0.25  -1.008
H -3.28 1.17 -0.26  0.515
H -4.13 0.06 0.56  0.481
O -1.13 -0.10 -2.26  -1.062
H -0.08 -0.09 -1.90  0.507
H -1.67 -0.90 -2.15  0.495
O 1.10 -3.50 -1.23  -0.978
H 1.83 -3.92 -0.54  0.505
H 1.19 -3.90 -2.11  0.488

=====

Number 1: electronic energy -1961.2811 Eh. Number 2: electronic energy -938.2900 Eh.